C6H10O2 | the ωB97M-V functional and the def2-TZVPD basis

Output
net charge = 0
energy = -384.829052 Ha
HOMO = -9.24 eV
LUMO level = 1.0415 eV
relative energy (zero: lowest compared OMol25 entry of this formula, charge and spin) = 171.5 kcal/mol
multiplicity = 1

Positions of all 18 atoms, in Å:
C 2.60 0.04 -0.36
C 1.55 -0.62 0.53
C 0.17 0.28 0.65
C -1.79 0.88 0.11
C -1.88 -0.57 -0.44
C -0.02 -0.81 -0.06
H 2.25 0.43 -1.39
H 3.61 -0.50 -0.71
H 2.95 1.02 0.06
H 1.58 -1.04 1.50
H -0.10 0.44 1.73
H -2.38 1.67 -0.32
H -2.00 0.59 1.22
H -3.05 -0.56 -0.18
H -1.87 -0.60 -1.40
H -0.08 -0.66 -1.20
O -0.34 1.48 0.02
O -1.19 -1.48 0.24